# C6H13NO

A cluster of 2 separate species, C6H13NO in total at a distorted geometry (wB97M-V/def2-TZVPD, the Open Molecules 2025 dataset).

Each line ends with the natural charge from an NBO analysis.
Atoms and positions in Å:
1 H 0.470 -1.833 1.019  0.358
2 N 0.189 -2.108 0.056  -0.633
3 C 0.338 -1.231 -0.818  0.320
4 C -0.270 -1.420 -2.175  -0.670
5 C 1.077 0.149 -0.650  -0.480
6 C 1.913 0.260 0.617  -0.628
7 H 0.474 -1.266 -2.951  0.214
8 H -0.674 -2.427 -2.253  0.234
9 H -1.069 -0.698 -2.327  0.215
10 H 0.366 0.973 -0.736  0.205
11 H 1.732 0.230 -1.523  0.214
12 H 2.465 1.198 0.631  0.212
13 H 2.632 -0.555 0.677  0.212
14 H 1.290 0.219 1.508  0.225
15 C -1.531 1.862 1.253  -0.727
16 C -1.570 0.365 1.310  0.450
17 O -0.892 -0.321 2.035  -0.534
18 H -2.469 2.248 1.645  0.242
19 H -0.700 2.257 1.832  0.233
20 H -1.457 2.189 0.216  0.229
21 H -2.313 -0.093 0.634  0.111

Values from the calculation:
Energy relative to the best compared isomer or geometry (same formula, charge and spin), kcal per mole: 34.50
Highest occupied orbital energy, eV: -9.3
Gap between HOMO and LUMO, eV: 10.2
SMILES: [H]/N=C(/C)CC.CC=O
LUMO energy, hartree: 0.0324
Charge: 0

# C6H13NO

A structure of composition C6H13NO (wB97M-V/def2-TZVPD, the Open Molecules 2025 dataset).

Each line ends with the natural charge from an NBO analysis.
Atoms and positions in Å:
1 C -0.509 1.040 1.266  0.381
2 C 0.932 -0.717 0.574  -0.356
3 C -1.259 0.060 -0.998  -0.703
4 C -2.344 -0.916 -0.565  -0.622
5 N 0.112 -0.116 1.569  -0.518
6 C 2.205 -0.032 0.256  -0.230
7 C 2.653 0.190 -0.983  -0.398
8 O 0.150 2.111 0.786  -0.673
9 H 0.860 1.830 0.183  0.508
10 H -0.509 -0.768 2.030  0.406
11 H -1.396 1.306 1.824  0.183
12 H 1.059 -1.779 0.770  0.215
13 H -0.059 -0.407 -0.427  0.239
14 H -0.915 -0.159 -2.014  0.196
15 H -1.618 1.088 -1.025  0.196
16 H 2.799 0.324 1.096  0.198
17 H -2.822 -0.595 0.364  0.184
18 H -1.926 -1.913 -0.381  0.190
19 H -3.136 -1.039 -1.311  0.203
20 H 2.095 -0.136 -1.853  0.201
21 H 3.628 0.627 -1.159  0.200

Values from the calculation:
Energy relative to the best compared isomer or geometry (same formula, charge and spin), kcal per mole: 122.17
Highest occupied orbital energy (spin up / spin down), eV: -6.8 / -6.8
Gap between HOMO and LUMO (spin up / spin down), eV: 7.6 / 7.6
LUMO energy (spin up / spin down), hartree: 0.0282 / 0.0282
Charge: 0